33
Properties=species:S:1:pos:R:3:forces:R:3 method="wB97M-V/def2-TZVPD" spin_multiplicity=1 gap_ev=9.87 molar_mass_g_mol=187.2 relative_energy_kcal_mol=109.30 smiles="CCN[C@@H](C)CC=O.O.O.O.O" homo_energy_ha=-0.3486 e_lumo_ev=0.4
C 0.554454 -2.561473 0.752095 0.7 -1.1 -3.6
C 1.241610 -1.238507 0.786292 0.4 2.1 2.4
N 0.275462 -0.225683 0.395320 0.2 0.0 -1.7
C 1.009383 1.113269 0.220979 -2.2 -2.1 -2.0
C 1.708848 1.096305 -1.171810 2.0 0.6 1.6
C -0.087808 2.214214 0.120848 1.4 -0.3 2.0
C 0.512632 3.406739 0.791166 1.4 0.7 -3.6
O 0.776242 3.580518 1.920872 -0.4 -0.2 3.0
H 0.819604 -3.179493 1.529460 -0.1 -1.5 1.5
H 0.844842 -3.224809 -0.121820 0.6 1.1 0.5
H -0.477393 -2.516971 0.436289 -0.7 0.3 1.2
H 2.201716 -1.290759 0.296136 0.3 0.2 -1.0
H 1.551492 -0.691981 1.780403 -0.3 -2.3 -0.7
H -0.192714 -0.644386 -0.473824 0.7 1.7 1.0
H 1.701082 1.200798 1.101981 -0.7 0.2 -1.0
H 1.852246 2.144937 -1.473308 0.4 -0.4 -0.1
H 2.674884 0.569916 -1.058068 -0.1 0.6 -0.2
H 1.247615 0.573276 -1.984541 -1.0 -0.3 -0.1
H -0.328609 2.352557 -0.899487 -0.4 0.5 -0.9
H -0.923604 1.922273 0.686029 -1.3 -0.6 0.6
H 1.019268 4.097388 0.075620 -0.4 0.3 -0.3
O -0.990585 0.512830 -3.697143 -2.1 -2.2 -1.5
H -0.365877 1.050127 -3.284902 2.0 0.9 0.7
H -0.634282 -0.307403 -4.115191 0.1 1.3 0.8
O -2.489518 -1.149294 -1.705880 0.9 -0.7 -2.2
H -2.133477 -0.385112 -2.204667 -0.5 -0.4 0.8
H -2.763655 -0.955380 -0.824904 -0.3 0.9 0.8
O -0.430491 -2.383172 3.226358 3.3 -5.0 4.1
H -0.566167 -1.746203 2.643719 -1.2 4.7 -4.1
H 0.515729 -2.665556 2.970623 -2.5 0.7 1.3
O -2.786227 -0.182194 0.702758 -0.6 0.3 0.8
H -1.978326 -0.479692 1.119186 0.8 0.0 -0.1
H -3.358384 -0.007067 1.459425 -0.2 0.0 -0.2